{"formula": "C3H5N3", "method": "ωB97M-V/def2-TZVPD", "e_homo_ev": -9.4, "smiles": "C/N=C(/N)C#N", "elements": ["C", "N", "C", "N", "C", "N", "H", "H", "H", "H", "H"], "coordinates": [[1.681, -0.513, 0.160], [0.463, 0.166, 0.446], [-0.725, 0.167, -0.061], [-1.188, 1.432, 0.039], [-1.577, -0.880, -0.606], [-2.358, -1.652, -0.973], [1.574, -1.561, -0.120], [2.203, 0.026, -0.646], [2.310, -0.434, 1.052], [-0.200, 1.605, 0.573], [-2.182, 1.643, 0.135]], "mulliken_charge": [-0.7455, -0.4384, 0.3552, -0.4779, 0.1990, -0.3504, 0.3086, 0.2879, 0.2303, 0.4017, 0.2295]}

---

{"formula": "C3H5N3", "method": "ωB97M-V/def2-TZVPD", "e_homo_ev": -10.0, "smiles": "Cn1cnnc1", "elements": ["C", "C", "C", "H", "H", "H", "H", "H", "N", "N", "N"], "coordinates": [[1.449, 0.002, -0.004], [-0.872, -1.054, -0.033], [-0.833, 1.051, -0.001], [1.849, 1.047, -0.565], [1.830, -0.998, -0.605], [1.770, -0.068, 1.248], [-0.561, -2.091, 0.025], [-0.437, 2.078, -0.010], [0.015, -0.015, -0.046], [-2.112, -0.675, 0.002], [-2.098, 0.724, -0.011]], "mulliken_charge": [-0.7341, -0.0485, -0.0261, 0.2648, 0.2761, 0.2508, 0.3864, 0.3469, 0.1234, -0.4092, -0.4304]}

---

{"formula": "C3H5N3", "method": "ωB97M-V/def2-TZVPD", "e_homo_ev": -9.7, "smiles": "Cn1nccn1", "elements": ["C", "C", "C", "N", "N", "N", "H", "H", "H", "H", "H"], "coordinates": [[0.126, -1.555, 0.779], [0.880, -0.505, 1.384], [-0.521, 1.172, -1.228], [-0.519, -1.056, -0.251], [0.726, 0.616, 0.684], [-0.097, 0.205, -0.324], [-0.105, -2.592, 1.285], [1.572, -0.691, 2.142], [0.202, 1.539, -1.952], [-1.268, 0.793, -1.813], [-0.998, 2.074, -0.706]], "mulliken_charge": [-0.1240, -0.2164, -0.6939, -0.7507, -0.7303, 0.9439, 0.2906, 0.4068, 0.2742, 0.3399, 0.2599]}

---

{"formula": "C3H5N3", "method": "ωB97M-V/def2-TZVPD", "e_homo_ev": -8.0, "smiles": "Nc1cn[nH]c1", "elements": ["C", "C", "C", "H", "H", "H", "H", "H", "N", "N", "N"], "coordinates": [[0.517, -0.093, -0.153], [-0.490, -1.200, -0.072], [-0.358, 0.974, -0.066], [2.298, -0.865, 0.567], [2.328, 0.798, 0.040], [-0.359, -2.246, -0.112], [-2.381, 1.080, -0.132], [-0.143, 2.068, 0.101], [1.900, -0.179, -0.122], [-1.722, -0.816, -0.022], [-1.590, 0.480, -0.028]], "mulliken_charge": [0.5002, -0.4639, -0.5025, 0.2568, 0.2464, 0.4631, 0.2193, 0.3038, -0.5568, -0.7870, 0.3206]}

---

{"formula": "C3H5N3", "method": "ωB97M-V/def2-TZVPD", "e_homo_ev": -8.3, "smiles": "Nc1c[nH]cn1", "elements": ["N", "C", "C", "N", "C", "N", "H", "H", "H", "H", "H"], "coordinates": [[-1.454, -1.146, -0.923], [-0.509, -0.340, -0.245], [0.780, -0.678, 0.070], [1.304, 0.439, 0.681], [0.320, 1.367, 0.739], [-0.787, 0.938, 0.182], [-2.385, -0.787, -0.731], [-1.320, -1.097, -1.929], [1.349, -1.586, -0.048], [2.227, 0.533, 1.066], [0.475, 2.360, 1.137]], "mulliken_charge": [-0.6098, 0.4710, -0.5314, -0.0284, -0.1898, -0.6169, 0.3105, 0.2527, 0.3781, 0.1791, 0.3850]}

---

{"formula": "C3H5N3O", "method": "ωB97M-V/def2-TZVPD", "e_homo_ev": -8.6, "elements": ["N", "C", "N", "C", "O", "C", "N", "H", "H", "H", "H", "H"], "coordinates": [[0.155, 2.445, 0.160], [-0.867, 1.576, 0.221], [-1.740, 0.815, 0.320], [-0.675, -1.524, 0.451], [-1.400, -1.945, -0.554], [0.723, -1.299, 0.068], [1.391, -0.208, 0.069], [0.081, 3.088, -0.617], [1.022, 1.908, 0.159], [-2.280, -2.158, -0.203], [1.207, -2.284, -0.026], [2.382, -0.414, -0.049]], "mulliken_charge": [-0.5427, 0.5197, -0.4816, -0.4538, -0.3214, 0.3116, -0.5853, 0.2511, 0.3450, 0.4274, 0.3383, 0.1915]}

---

{"formula": "C3H5N3O", "method": "ωB97M-V/def2-TZVPD", "e_homo_ev": -9.3, "smiles": "Cc1onnc1N", "elements": ["C", "C", "C", "N", "N", "N", "O", "H", "H", "H", "H", "H"], "coordinates": [[-0.460, 1.720, -0.193], [-0.074, 0.320, -0.516], [0.249, -0.791, 0.204], [0.121, -1.158, 1.557], [0.513, -1.785, -0.709], [0.358, -1.363, -1.880], [0.005, -0.026, -1.812], [-0.599, 1.824, 0.884], [-1.391, 1.997, -0.698], [0.319, 2.418, -0.518], [0.949, -0.976, 2.114], [0.037, -2.164, 1.524]], "mulliken_charge": [-1.1156, 0.4685, 0.3354, -0.5954, -0.2451, -0.2189, -0.1185, 0.3013, 0.3126, 0.2966, 0.2661, 0.3131]}

---

{"formula": "C3H5N3O", "method": "ωB97M-V/def2-TZVPD", "e_homo_ev": -8.7, "elements": ["N", "C", "C", "N", "C", "O", "N", "H", "H", "H", "H", "H"], "coordinates": [[-1.485, 1.073, 0.191], [-0.379, 0.355, -0.111], [0.715, -0.008, 0.762], [1.013, -1.355, 0.359], [0.885, -1.311, -1.021], [1.362, 0.867, -0.083], [-0.233, -0.489, -1.203], [-2.227, 1.241, -0.472], [-1.709, 1.266, 1.158], [0.707, 0.260, 1.821], [1.888, -1.701, 0.724], [-0.537, -0.199, -2.123]], "mulliken_charge": [-0.3809, 0.0272, 0.2513, -0.2578, -0.3575, -0.6277, -0.0207, 0.1965, 0.2146, 0.4394, 0.2772, 0.2384]}

---

{"formula": "C3H5N3O", "method": "ωB97M-V/def2-TZVPD", "e_homo_ev": -7.4, "elements": ["N", "C", "N", "C", "O", "C", "N", "H", "H", "H", "H", "H"], "coordinates": [[0.842, 1.725, -1.071], [-0.247, 1.393, -0.509], [-1.281, 1.260, 0.019], [-1.013, -0.625, 0.763], [-1.960, -1.283, 0.211], [0.310, -1.084, 0.756], [1.360, -0.343, 0.484], [0.704, 1.735, -2.075], [1.534, 0.987, -0.788], [-2.846, -0.914, 0.384], [0.396, -2.095, 1.178], [2.244, -0.782, 0.728]], "mulliken_charge": [-0.5069, 0.4547, -0.4378, -0.0901, -0.3970, 0.1056, -0.7346, 0.2710, 0.4045, 0.4011, 0.3580, 0.1714]}

---

{"formula": "C3H5N3O", "method": "ωB97M-V/def2-TZVPD", "e_homo_ev": -8.9, "elements": ["N", "C", "N", "C", "O", "C", "N", "H", "H", "H", "H", "H"], "coordinates": [[1.221, 0.666, 1.702], [0.515, 0.079, 0.639], [-0.835, -0.012, 0.559], [-1.056, -0.286, -0.726], [-2.285, -0.505, -1.215], [0.133, -0.352, -1.458], [1.158, -0.094, -0.614], [0.622, 0.723, 2.517], [1.546, 1.595, 1.457], [-2.904, -0.383, -0.480], [0.295, -0.646, -2.484], [1.136, -1.002, 0.323]], "mulliken_charge": [-0.5071, 0.4642, -0.6410, 0.6991, -0.4969, -0.4602, -0.5233, 0.3034, 0.2420, 0.3611, 0.3994, 0.1591]}

---

E_tot list, top to bottom, in eV: -7659.82352 -7660.41503 -7660.79468 -7661.09164 -7662.41487 -9706.06419 -9708.11750 -9706.18293 -9705.38193 -9707.94914
Energy relative to the best compared isomer or geometry (same formula, charge and spin) list, top to bottom, in kcal per mole: 60.7 47.1 38.3 31.5 0.9 104.2 56.9 101.5 120.0 60.8